Entry from OMol25: C22H29Cl3N2O4V as an isolated structure at a distorted geometry (ωB97M-V/def2-TZVPD).

Each line ends with the Mulliken spin population.
Cartesian coordinates (Å):
V  0.00  0.00  0.00  2.31
Cl  2.04  -0.05  -1.37  0.00
Cl  -2.64  -0.05  3.86  0.00
Cl  -0.69  1.45  5.39  0.00
O  1.29  0.04  3.48  0.02
O  0.18  -4.07  -0.92  0.01
O  0.28  4.05  -0.96  0.01
O  -0.48  0.01  1.99  -0.03
N  0.17  -2.05  0.04  -0.04
N  0.24  2.05  0.02  -0.04
C  -1.43  -2.49  -1.76  0.01
C  -0.93  0.00  4.38  0.00
C  -1.72  0.02  -4.53  0.00
C  1.35  -4.05  -0.05  0.00
C  0.01  0.02  3.22  0.01
C  -1.29  1.22  -2.50  -0.08
C  -0.32  -2.82  -0.85  0.03
C  -1.30  -1.19  -2.51  -0.08
C  -1.01  0.01  -1.85  -0.05
C  0.43  3.39  2.07  -0.01
C  2.46  2.15  1.25  0.01
C  -1.87  -2.45  -4.65  0.00
C  1.08  -2.89  0.91  0.01
C  -1.62  -1.19  -3.87  0.00
C  2.36  -2.20  1.32  0.01
C  -0.26  2.83  -0.87  0.03
C  1.47  4.01  -0.12  0.00
C  0.28  -3.37  2.11  -0.01
C  1.19  2.87  0.86  0.01
C  -1.61  1.23  -3.86  0.00
C  -1.40  2.51  -1.74  0.01
C  -1.85  2.50  -4.62  0.00
H  2.88  -1.79  0.46  0.00
H  2.23  1.35  1.95  0.00
H  2.96  1.72  0.39  0.00
H  -0.04  -2.52  2.71  0.00
H  3.13  2.85  1.75  0.00
H  -2.77  -2.97  -4.32  0.00
H  2.32  3.80  -0.77  0.00
H  1.08  4.02  2.67  0.00
H  0.90  -4.02  2.73  0.00
H  1.58  4.98  0.36  0.00
H  -2.28  2.45  -1.09  -0.01
H  -1.94  0.03  -5.59  0.00
H  -2.75  3.02  -4.30  0.00
H  -2.33  -2.45  -1.15  -0.01
H  0.09  2.56  2.68  0.00
H  -0.73  -0.90  5.00  0.00
H  -1.02  3.21  -4.53  0.00
H  -1.04  -3.16  -4.56  0.00
H  2.16  -1.40  2.01  0.00
H  3.01  -2.92  1.82  0.00
H  1.41  -5.02  0.44  0.00
H  -1.56  -3.33  -2.44  0.00
H  -0.44  3.97  1.77  0.00
H  2.22  -3.88  -0.68  0.00
H  -0.60  -3.93  1.80  0.00
H  -1.54  0.02  0.23  -0.14
H  -1.56  3.35  -2.40  0.00
H  -1.97  2.29  -5.68  0.00
H  -1.99  -2.23  -5.70  0.00

For the LUMO energy (alpha / beta), the calculation gives 2.783 / 2.784 eV. Its expectation value of S² is 2.029. Its orbital gap (alpha / beta) is 6.56 / 6.69 eV. As for the net charge: -1. For the molar mass, the calculation gives 542.79 g/mol. The spin multiplicity is 3.

Entry from OMol25: C22H29N3O7S2 in the gas phase at a distorted geometry (ωB97M-V/def2-TZVPD).

Each line ends with the Löwdin charge.
Cartesian coordinates (Å):
S  3.33  3.78  -0.69  1.00
S  1.20  -2.14  -0.74  0.67
O  -0.02  -2.13  0.01  -0.30
O  -5.58  -0.51  -1.33  0.12
O  1.20  -2.69  -2.06  -0.27
O  -5.55  -1.51  0.68  -0.01
O  4.45  -3.93  1.68  -0.13
O  0.76  4.72  1.85  0.08
O  -0.54  2.43  -1.26  0.08
N  -2.26  1.41  -0.22  -0.03
N  0.97  2.68  0.91  0.01
N  2.31  -3.00  0.15  -0.23
C  3.19  -3.74  2.27  -0.18
C  1.68  1.76  0.14  -0.21
C  4.34  -4.29  0.33  -0.18
C  3.60  -3.21  -0.46  -0.18
C  -4.97  -1.02  -0.42  -0.47
C  -1.09  2.07  -0.23  -0.42
C  -3.46  -1.21  -0.36  -0.21
C  -2.88  -0.64  0.94  -0.11
C  -6.98  -1.40  0.76  -0.21
C  -2.77  -0.57  -1.57  -0.10
C  1.45  3.90  1.30  -0.49
C  -2.97  0.89  0.92  -0.12
C  2.72  2.14  -0.73  -0.45
C  -0.44  2.40  1.12  -0.03
C  -2.82  0.95  -1.48  -0.11
C  2.92  4.11  1.05  -0.34
C  2.41  -2.64  1.55  -0.17
C  3.25  1.23  -1.64  -0.07
C  1.29  0.42  0.13  0.00
C  2.79  -0.07  -1.69  -0.05
C  -7.40  -0.02  1.26  -0.06
C  1.83  -0.46  -0.78  -0.25
H  1.40  -2.55  1.94  0.12
H  4.02  1.58  -2.32  0.11
H  -2.59  1.31  1.85  0.12
H  0.52  0.05  0.79  0.11
H  5.35  -4.42  -0.05  0.13
H  3.18  5.14  1.27  0.09
H  4.19  -2.28  -0.45  0.13
H  -7.11  0.74  0.53  0.07
H  -1.73  -0.91  -1.58  0.11
H  -8.48  0.01  1.38  0.08
H  3.42  -3.52  -1.49  0.12
H  -4.02  1.19  0.82  0.13
H  3.15  -0.77  -2.43  0.12
H  2.94  -1.68  1.66  0.13
H  3.79  -5.24  0.23  0.13
H  -2.24  1.40  -2.29  0.13
H  -6.92  0.20  2.21  0.08
H  -0.55  1.60  1.86  0.12
H  -3.29  -2.29  -0.37  0.16
H  3.37  -3.46  3.31  0.13
H  -3.42  -1.04  1.80  0.12
H  -7.41  -1.59  -0.22  0.12
H  2.61  -4.67  2.23  0.13
H  -1.83  -0.96  0.99  0.10
H  -7.28  -2.18  1.47  0.12
H  -0.88  3.32  1.53  0.14
H  -3.86  1.29  -1.55  0.13
H  3.52  3.44  1.68  0.10
H  -3.26  -0.89  -2.49  0.13

For the LUMO energy, the calculation gives 0.358 eV. Its orbital gap is 8.92 eV. As for the net charge: 0. For the molar mass, the calculation gives 511.62 g/mol. Its structure (SMILES) is CCOC(=O)C1CCN(C(=O)CN2C(=O)CSc3ccc(S(=O)(=O)N4CCOCC4)cc32)CC1.

Entry from OMol25: C22H29N5O5S in the gas phase at a distorted geometry (ωB97M-V/def2-TZVPD).

Each line ends with the Löwdin charge.
Cartesian coordinates (Å):
S  -0.88  1.29  2.66  1.05
O  -3.97  -0.13  2.37  0.04
O  -0.04  2.20  -2.34  -0.08
O  3.49  0.90  -1.18  0.05
O  -2.18  2.42  -0.90  -0.08
O  2.97  -3.62  -1.09  0.07
N  1.60  -2.41  0.25  0.02
N  1.19  1.01  0.90  0.04
N  0.22  -0.90  1.53  0.15
N  -2.48  -1.72  1.75  0.06
N  3.21  -1.35  -1.10  0.04
C  1.22  -1.18  0.68  -0.23
C  -2.70  -2.49  -0.60  -0.12
C  -3.35  -2.36  0.79  -0.16
C  -1.80  -0.10  3.39  -0.33
C  1.85  -0.02  0.26  -0.07
C  2.90  -0.05  -0.70  -0.38
C  -3.35  2.61  -0.13  -0.07
C  -2.46  0.01  -0.76  0.04
C  4.26  -1.48  -2.09  0.00
C  -1.97  -1.26  -1.06  -0.23
C  0.56  3.41  0.69  -0.04
C  -2.87  -0.64  2.44  -0.58
C  0.95  -3.60  0.77  0.01
C  1.08  2.16  -3.18  -0.06
C  0.23  0.43  1.64  -0.55
C  -0.81  -1.37  -1.80  -0.05
C  2.42  2.65  2.20  -0.03
C  -0.62  1.03  -1.95  -0.21
C  -0.14  -0.24  -2.25  -0.01
C  -1.79  1.15  -1.18  -0.19
C  1.67  2.39  0.90  -0.35
C  2.61  -2.53  -0.68  -0.44
H  -3.37  0.11  -0.20  0.11
H  -4.26  -1.75  0.74  0.12
H  -3.62  -3.35  1.15  0.12
H  1.74  2.58  3.05  0.06
H  -0.02  3.18  -0.21  0.06
H  5.08  -0.80  -1.82  0.10
H  -3.43  3.69  0.01  0.10
H  1.00  -3.60  1.86  0.10
H  -3.28  2.12  0.85  0.07
H  1.96  1.74  -2.68  0.07
H  3.89  -1.20  -3.08  0.10
H  -2.29  0.33  4.27  0.09
H  -4.24  2.24  -0.65  0.10
H  3.23  1.93  2.33  0.09
H  -2.01  -3.33  -0.60  0.10
H  0.76  -0.36  -2.84  0.11
H  1.29  3.20  -3.43  0.10
H  -0.41  -2.34  -2.05  0.12
H  -1.48  -1.92  1.71  0.10
H  2.37  2.44  0.06  0.14
H  -0.09  -3.63  0.45  0.07
H  2.85  3.65  2.18  0.08
H  1.00  4.39  0.57  0.09
H  0.88  1.60  -4.10  0.10
H  4.60  -2.51  -2.11  0.09
H  1.48  -4.46  0.37  0.09
H  -0.11  3.44  1.54  0.04
H  -1.08  -0.86  3.68  0.08
H  -3.50  -2.73  -1.31  0.12

For the LUMO energy, the calculation gives 0.515 eV. Its orbital gap is 8.51 eV. As for the net charge: 0. For the molar mass, the calculation gives 475.57 g/mol. Its structure (SMILES) is COc1ccc(CCNC(=O)CSc2nc3c(c(=O)n(C)c(=O)n3C)n2C(C)C)cc1OC.

Entry from OMol25: C22H29N5O5S in the gas phase at a distorted geometry (ωB97M-V/def2-TZVPD).

Each line ends with the Löwdin charge.
Cartesian coordinates (Å):
S  1.62  -4.30  -0.98  0.69
O  1.64  -4.12  -2.41  -0.29
O  -4.08  3.75  0.13  0.03
O  0.35  5.84  3.82  -0.13
O  -5.68  2.31  0.18  0.06
O  1.06  -5.52  -0.46  -0.27
N  -1.23  -1.65  -1.61  -0.08
N  -1.68  3.00  -0.45  0.03
N  -4.50  2.59  -0.01  -0.35
N  0.83  -3.03  -0.20  -0.23
N  0.36  4.87  1.14  -0.17
C  -1.46  0.68  -1.01  0.04
C  3.27  -4.08  -0.34  -0.28
C  4.31  -3.74  -1.19  -0.06
C  5.58  -3.56  -0.66  -0.07
C  -4.15  0.29  -0.56  0.01
C  0.15  -1.50  -2.00  -0.13
C  -2.23  1.79  -0.62  -0.17
C  -1.99  -0.60  -1.17  -0.21
C  1.40  6.15  2.93  -0.20
C  -0.73  4.56  2.06  -0.16
C  1.09  -1.74  -0.80  -0.16
C  0.91  6.17  1.48  -0.18
C  4.75  -4.07  1.54  -0.06
C  -3.37  -0.77  -0.94  -0.02
C  -1.46  -3.00  -1.12  -0.12
C  -3.62  1.58  -0.39  -0.11
C  -0.30  3.36  -0.70  -0.17
C  -0.56  -3.25  0.10  -0.16
C  5.79  -3.73  0.69  -0.07
C  3.47  -4.24  1.02  -0.05
C  -0.02  4.79  -0.25  -0.18
C  -0.21  4.59  3.49  -0.19
H  2.64  -4.52  1.64  0.12
H  -1.10  3.56  1.84  0.12
H  1.75  6.39  0.82  0.12
H  -2.50  -3.15  -0.85  0.11
H  -0.85  -2.58  0.92  0.14
H  -0.65  -4.29  0.43  0.11
H  -3.84  -1.73  -1.09  0.10
H  -2.34  3.75  -0.23  0.10
H  -0.41  0.86  -1.16  0.08
H  1.77  7.14  3.22  0.13
H  0.37  2.69  -0.14  0.12
H  2.21  5.41  3.02  0.13
H  0.93  -0.97  -0.04  0.13
H  0.15  6.97  1.36  0.13
H  0.82  5.17  -0.84  0.12
H  -1.56  5.28  1.95  0.14
H  -5.21  0.16  -0.40  0.12
H  4.92  -4.20  2.59  0.11
H  -0.90  5.42  -0.48  0.13
H  6.79  -3.59  1.10  0.11
H  -1.02  4.43  4.20  0.13
H  0.32  -0.51  -2.44  0.12
H  4.10  -3.63  -2.24  0.11
H  0.55  3.80  3.62  0.13
H  0.37  -2.26  -2.75  0.11
H  -0.08  3.26  -1.77  0.13
H  -1.18  -3.70  -1.91  0.13
H  6.40  -3.30  -1.32  0.11
H  2.13  -1.72  -1.12  0.12

For the LUMO energy, the calculation gives -0.084 eV. Its orbital gap is 7.95 eV. As for the net charge: 0. For the molar mass, the calculation gives 475.57 g/mol. Its structure (SMILES) is O=[N+]([O-])c1ccc(N2CCN(S(=O)(=O)c3ccccc3)CC2)cc1NCCN1CCOCC1.

Entry from OMol25: C22H30As2ClN2Pt as an isolated structure at a distorted geometry (ωB97M-V/def2-TZVPD).

Each line ends with the Löwdin charge.
Cartesian coordinates (Å):
Pt  -0.19  0.60  -0.69  0.63
As  -1.32  -1.27  0.47  1.04
As  1.25  0.77  1.31  1.02
Cl  -1.79  5.24  2.87  0.73
N  0.65  -0.32  -2.52  -0.09
N  0.27  -0.11  -3.80  0.05
C  0.78  2.11  2.64  -0.26
C  0.93  -0.90  -4.67  -0.28
C  1.79  -1.66  -3.91  0.03
C  0.90  -0.85  2.33  -0.41
C  -1.63  2.55  -0.73  -0.40
C  2.28  -1.78  -1.36  -0.03
C  -0.15  -1.70  1.97  -0.41
C  0.39  -3.14  3.84  -0.06
C  -1.57  1.65  -1.87  -0.22
C  -0.39  -2.84  2.74  -0.10
C  -2.57  3.10  1.43  -0.10
C  -1.74  4.22  1.49  -0.68
C  3.19  0.88  1.36  -0.28
C  1.68  -1.15  3.45  -0.10
C  -1.55  -2.97  -0.43  -0.26
C  1.43  -2.29  4.20  -0.06
C  0.67  -0.86  -6.14  -0.01
C  -0.86  4.52  0.46  -0.10
C  -3.03  -1.13  1.38  -0.28
C  -0.81  3.69  -0.65  -0.03
C  -2.50  2.28  0.34  -0.06
C  1.59  -1.27  -2.57  -0.33
H  2.50  -0.49  3.73  0.10
H  -3.80  -0.85  0.66  0.03
H  -2.45  1.06  -2.07  0.06
H  1.08  3.09  2.29  0.03
H  0.67  0.16  -6.51  0.09
H  2.05  -2.51  5.06  0.11
H  3.62  -0.09  1.11  0.03
H  -1.08  2.03  -2.76  0.06
H  -1.49  -3.80  0.28  0.03
H  1.43  -1.42  -6.67  0.09
H  1.69  -2.54  -0.85  0.08
H  0.19  -4.03  4.43  0.11
H  -0.44  0.56  -4.00  0.14
H  -1.20  -3.51  2.47  0.10
H  -2.53  -2.97  -0.89  0.04
H  -0.24  5.40  0.52  0.12
H  -3.15  1.41  0.27  0.10
H  2.46  -0.97  -0.65  0.02
H  -3.25  2.90  2.25  0.12
H  -0.80  -3.09  -1.20  0.02
H  3.51  1.61  0.62  0.03
H  -3.30  -2.09  1.83  0.03
H  -0.29  2.10  2.81  0.02
H  3.24  -2.22  -1.63  0.09
H  3.53  1.19  2.34  0.03
H  -2.97  -0.37  2.16  0.03
H  -0.30  -1.30  -6.38  0.09
H  -0.15  3.92  -1.47  0.12
H  1.31  1.87  3.56  0.04
H  2.48  -2.41  -4.27  0.12

For the LUMO energy (alpha / beta), the calculation gives -3.594 / -3.594 eV. Its orbital gap (alpha / beta) is 6.38 / 6.38 eV. As for the net charge: +1. For the molar mass, the calculation gives 702.87 g/mol.

Entry from OMol25: C22H30B2Br4CrF4N4O10P as an isolated structure at a distorted geometry (ωB97M-V/def2-TZVPD).

Each line ends with the Mulliken spin population.
Cartesian coordinates (Å):
Br  20.30  6.23  11.75  0.01
Br  18.80  5.48  14.70  0.02
Br  17.67  2.14  14.41  0.00
Br  18.01  6.23  9.36  0.00
Cr  15.29  2.05  9.78  2.96
P  12.67  4.06  10.08  -0.01
F  18.91  0.44  7.05  0.00
F  11.66  0.34  10.29  0.00
F  13.09  -1.47  9.79  0.00
F  18.95  1.68  9.02  0.00
O  12.23  4.21  8.66  0.00
O  12.99  0.28  8.33  -0.04
O  14.03  3.37  10.38  -0.06
O  17.28  2.25  7.29  0.06
O  17.23  0.00  8.45  0.01
O  16.09  2.14  11.55  0.25
O  12.75  5.41  10.91  0.00
O  16.54  3.61  9.56  0.23
O  11.57  3.09  10.83  0.00
O  14.04  0.57  10.47  -0.03
N  16.47  0.19  9.60  -0.11
N  13.81  1.37  8.19  -0.19
N  14.37  -0.18  11.61  0.00
N  16.00  2.23  7.66  0.25
C  14.13  6.63  9.33  0.00
C  12.65  2.70  12.98  0.01
C  14.36  6.91  11.80  0.00
C  13.86  1.82  6.97  0.08
C  13.38  6.64  10.65  0.00
C  17.01  -2.28  10.13  0.00
C  18.68  5.23  11.94  0.07
C  17.67  3.42  13.00  -0.02
C  16.99  3.07  11.78  0.11
C  10.63  4.25  12.70  0.00
C  18.40  4.57  13.16  0.11
C  12.30  7.70  10.64  0.00
C  11.31  2.94  12.23  0.00
C  17.12  3.95  10.67  0.23
C  15.17  2.32  6.59  -0.04
C  10.36  1.74  12.28  0.00
C  12.57  1.92  6.16  -0.02
C  18.02  5.00  10.79  0.02
C  16.32  -0.92  10.31  0.02
C  15.69  2.97  5.39  0.02
C  15.84  -1.45  12.87  0.00
C  15.40  -0.90  11.54  0.02
B  18.18  1.10  8.05  0.02
B  12.89  -0.11  9.71  0.03
H  9.81  4.46  11.97  0.00
H  11.47  7.51  9.95  0.00
H  13.29  3.60  12.99  0.00
H  12.01  0.97  6.29  0.00
H  15.25  6.27  11.73  0.01
H  14.61  7.63  9.08  0.00
H  14.98  2.82  4.54  0.00
H  16.26  -2.98  9.69  0.00
H  12.68  8.73  10.27  0.00
H  17.76  -2.08  9.35  0.00
H  17.50  -2.61  11.01  0.00
H  14.94  5.95  9.26  0.00
H  12.41  2.47  14.03  0.00
H  15.73  4.09  5.42  -0.01
H  13.14  1.80  12.56  0.00
H  9.73  1.78  13.19  0.00
H  9.71  1.69  11.39  0.00
H  13.92  6.70  12.80  0.00
H  15.09  -1.20  13.69  0.00
H  16.81  -1.01  13.04  0.00
H  11.32  5.07  12.64  0.00
H  10.95  0.87  12.35  0.00
H  14.60  7.99  11.74  0.00
H  12.87  1.96  5.12  0.00
H  16.71  2.63  5.12  0.00
H  11.93  7.80  11.65  0.00
H  11.98  2.78  6.45  0.01
H  15.82  -2.56  12.91  0.00
H  10.23  4.08  13.76  0.00
H  13.38  6.40  8.49  0.00

For the LUMO energy (alpha / beta), the calculation gives 1.321 / -0.473 eV. Its expectation value of S² is 6.160. Its orbital gap (alpha / beta) is 6.69 / 4.96 eV. As for the net charge: -1. For the molar mass, the calculation gives 1010.70 g/mol. The spin multiplicity is 5.

Entry from OMol25: C22H30BeN6O3PSSeSi as an isolated structure (ωB97M-V/def2-TZVPD).

Each line ends with the Löwdin charge.
Cartesian coordinates (Å):
Se  3.54  3.02  1.16  1.28
S  1.41  2.64  4.44  0.94
P  -1.41  -1.82  0.54  1.08
Si  3.31  -1.37  -0.13  0.49
O  -0.27  2.68  4.62  -0.23
O  1.80  3.90  3.82  -0.46
O  0.80  0.36  1.46  -0.16
N  -2.35  -4.20  -0.62  -0.15
N  1.56  1.49  3.25  -0.11
N  -2.15  -2.31  -2.14  -0.07
N  2.59  1.87  0.15  -0.24
N  -3.96  -2.38  -0.50  -0.15
N  3.03  4.40  0.22  -0.19
C  1.57  4.86  -1.67  0.00
C  -1.98  -3.82  -1.93  -0.11
C  -1.20  -1.52  -1.29  -0.27
C  -3.74  -3.82  -0.35  -0.15
C  -3.62  -1.96  -1.81  -0.11
C  0.55  2.91  -2.69  -0.06
C  -1.03  2.71  3.50  -0.27
C  -3.26  -1.60  0.54  -0.31
C  -1.48  1.98  1.25  -0.03
C  1.12  2.05  -1.80  -0.03
C  2.20  3.99  -0.73  -0.36
C  0.77  4.32  -2.62  -0.06
C  0.62  1.25  2.40  -0.46
C  -2.99  3.47  2.37  -0.06
C  1.95  2.58  -0.78  -0.33
C  -2.20  3.47  3.50  0.02
C  2.98  -3.18  0.30  -0.25
C  3.84  -1.29  -1.95  -0.25
C  -2.64  2.74  1.24  -0.08
C  4.87  -0.86  0.84  -0.24
C  -0.67  1.96  2.39  -0.08
C  -1.43  -3.67  0.40  -0.31
Be  2.06  0.25  0.61  0.11
H  -1.98  -2.09  -3.12  0.18
H  4.01  -0.26  -2.27  0.01
H  -0.42  -4.02  0.18  0.09
H  -3.50  -0.54  0.41  0.09
H  1.76  5.93  -1.61  0.12
H  0.28  4.96  -3.35  0.11
H  -2.61  -4.30  -2.67  0.15
H  0.99  0.97  -1.88  0.09
H  -1.34  -0.46  -1.52  0.09
H  -3.90  4.07  2.36  0.11
H  4.66  -0.55  1.87  0.02
H  -0.18  -1.79  -1.59  0.09
H  4.77  -1.84  -2.10  0.03
H  2.68  -3.29  1.34  0.02
H  -4.22  -2.48  -2.56  0.15
H  -3.65  -1.90  1.51  0.10
H  -4.00  -4.11  0.66  0.14
H  3.09  -1.72  -2.62  0.01
H  -0.06  2.52  -3.49  0.11
H  -4.39  -4.35  -1.05  0.14
H  3.88  -3.77  0.13  0.03
H  -3.26  2.77  0.36  0.10
H  -0.93  -4.04  -2.13  0.15
H  2.18  -3.61  -0.32  -0.01
H  -1.70  -4.09  1.37  0.10
H  -3.71  -0.88  -1.93  0.14
H  5.59  -1.68  0.90  0.03
H  -2.45  4.05  4.38  0.13
H  5.38  -0.02  0.35  0.02
H  -1.17  1.42  0.38  0.09

For the LUMO energy, the calculation gives -3.538 eV. Its orbital gap is 6.72 eV. As for the net charge: +1. For the molar mass, the calculation gives 605.62 g/mol.